Density functional theory data (the ωB97M-V functional and the def2-TZVPD basis) for a cluster of 12 separate species, C48H132N12O12 in total.

The value obtained for the energy above the lowest of the compared OMol25 structures with the same formula, charge and spin is 1051.5 kJ/mol. The HOMO-LUMO gap comes out at 0.3410 hartree. The highest occupied orbital energy is -0.32493 hartree. The multiplicity is 1. The total energy comes out at -3467.3860 Eh. The charge is 0. As for the SMILES: COC[C@H](C)N.COC[C@H](C)N.COC[C@H](C)N.COC[C@H](C)N.COC[C@H](C)N.COC[C@H](C)N.COC[C@H](C)N.COC[C@H](C)N.COC[C@H](C)N.COC[C@H](C)N.COC[C@H](C)N.COC[C@H](C)N.

CARTESIAN COORDINATES (ANGSTROEM)
C1 -15.884 6.384 -4.943
O1 -14.560 6.560 -4.476
C2 -14.177 5.409 -3.750
C3 -12.659 5.370 -3.400
C4 -12.302 4.155 -2.555
N1 -12.204 6.525 -2.755
H1 -16.042 5.450 -5.481
H2 -16.200 7.072 -5.727
H3 -16.588 6.328 -4.113
H4 -14.860 5.326 -2.905
H5 -14.410 4.562 -4.396
H6 -12.185 5.398 -4.381
H7 -11.232 4.102 -2.358
H8 -12.780 3.213 -2.821
H9 -12.766 4.228 -1.571
H10 -11.204 6.652 -2.809
H11 -12.637 7.359 -3.127
C5 3.345 -8.625 -0.711
O2 4.402 -8.076 -1.396
C6 4.659 -6.679 -1.215
C7 5.908 -6.215 -1.930
C8 6.123 -4.716 -1.948
N2 5.870 -6.637 -3.321
H12 2.379 -8.163 -0.913
H13 3.526 -8.726 0.360
H14 3.073 -9.615 -1.077
H15 3.737 -6.176 -1.508
H16 4.844 -6.496 -0.157
H17 6.765 -6.738 -1.504
H18 6.959 -4.385 -2.565
H19 6.567 -4.529 -0.970
H20 5.204 -4.141 -2.060
H21 5.416 -5.922 -3.872
H22 5.240 -7.368 -3.024
C9 10.345 7.540 -5.754
O3 10.071 6.247 -5.446
C10 8.736 5.857 -5.418
C11 8.527 4.502 -4.807
C12 9.566 3.556 -5.292
N3 7.151 3.980 -4.982
H23 10.602 7.683 -6.804
H24 11.236 7.815 -5.190
H25 9.527 8.247 -5.612
H26 8.150 6.541 -4.806
H27 8.331 5.888 -6.430
H28 8.776 4.622 -3.753
H29 10.532 3.787 -4.843
H30 9.520 3.633 -6.378
H31 9.444 2.484 -5.139
H32 7.169 3.346 -5.768
H33 6.522 4.723 -5.254
C13 -7.747 0.190 -7.020
O4 -8.216 0.585 -8.278
C14 -9.493 0.115 -8.456
C15 -10.056 0.209 -9.825
C16 -9.990 1.698 -10.261
N4 -11.412 -0.291 -9.970
H34 -6.986 0.899 -6.695
H35 -7.414 -0.840 -6.895
H36 -8.521 0.303 -6.260
H37 -9.597 -0.933 -8.175
H38 -10.153 0.777 -7.894
H39 -9.433 -0.429 -10.452
H40 -9.994 1.831 -11.343
H41 -9.017 2.137 -10.038
H42 -10.647 2.360 -9.697
H43 -11.648 -0.086 -10.930
H44 -11.371 -1.300 -9.965
C17 5.022 -2.946 -8.563
O5 4.087 -3.113 -7.460
C18 2.784 -2.454 -7.565
C19 1.780 -2.909 -6.450
C20 0.909 -4.132 -6.759
N5 0.864 -1.854 -6.099
H45 4.571 -3.245 -9.510
H46 5.906 -3.578 -8.647
H47 5.481 -1.957 -8.565
H48 2.956 -1.410 -7.303
H49 2.236 -2.546 -8.503
H50 2.325 -3.227 -5.561
H51 0.244 -3.762 -7.540
H52 0.464 -4.593 -5.877
H53 1.423 -4.949 -7.266
H54 1.372 -1.027 -5.821
H55 0.115 -1.716 -6.763
C21 1.950 6.715 6.125
O6 2.046 5.396 6.754
C22 3.252 5.085 7.359
C23 3.717 6.098 8.461
C24 4.991 5.752 9.224
N6 2.667 6.175 9.405
H56 2.614 6.966 5.298
H57 2.069 7.512 6.858
H58 0.951 6.902 5.731
H59 3.261 4.116 7.859
H60 4.132 4.858 6.758
H61 3.798 7.028 7.898
H62 4.779 5.199 10.139
H63 5.537 6.606 9.625
H64 5.696 5.216 8.589
H65 2.530 7.150 9.633
H66 1.825 5.872 8.938
C25 -10.567 -6.622 3.919
O7 -11.218 -5.623 3.086
C26 -10.516 -5.536 1.838
C27 -11.207 -4.333 1.124
C28 -10.638 -4.016 -0.261
N7 -11.258 -3.134 1.978
H67 -10.587 -7.631 3.507
H68 -11.069 -6.543 4.883
H69 -9.491 -6.509 4.048
H70 -9.441 -5.371 1.768
H71 -10.666 -6.438 1.244
H72 -12.212 -4.669 0.868
H73 -9.606 -3.684 -0.151
H74 -11.331 -3.372 -0.802
H75 -10.555 -4.859 -0.946
H76 -10.344 -2.748 2.166
H77 -11.696 -3.246 2.881
C29 11.650 0.759 4.545
O8 12.163 0.715 5.849
C30 13.518 1.275 5.923
C31 14.147 0.956 7.323
C32 14.826 2.168 7.992
N8 15.183 -0.047 7.261
H78 12.244 0.870 3.637
H79 10.974 1.613 4.508
H80 11.021 -0.125 4.447
H81 14.193 0.888 5.160
H82 13.589 2.353 5.779
H83 13.338 0.582 7.952
H84 15.230 1.960 8.983
H85 14.117 2.971 7.792
H86 15.695 2.408 7.379
H87 14.978 -0.591 6.434
H88 15.026 -0.749 7.970
C33 -0.272 7.107 -3.478
O9 -1.580 7.108 -2.971
C34 -2.156 8.374 -2.612
C35 -3.691 8.282 -2.201
C36 -4.090 7.661 -0.842
N9 -4.416 7.441 -3.159
H89 -0.126 7.854 -4.258
H90 -0.038 6.184 -4.009
H91 0.519 7.162 -2.730
H92 -1.621 8.735 -1.733
H93 -1.974 9.113 -3.392
H94 -4.126 9.282 -2.202
H95 -3.747 8.317 -0.042
H96 -3.672 6.654 -0.830
H97 -5.178 7.700 -0.892
H98 -4.618 8.039 -3.948
H99 -3.737 6.772 -3.493
C37 -3.037 1.001 0.233
O10 -1.768 0.543 0.615
C38 -0.649 1.486 0.524
C39 0.640 0.626 0.941
C40 1.971 1.305 0.731
N10 0.792 -0.568 0.210
H100 -2.848 1.596 -0.660
H101 -3.680 1.593 0.884
H102 -3.669 0.166 -0.068
H103 -0.513 1.709 -0.534
H104 -0.887 2.347 1.148
H105 0.585 0.295 1.978
H106 2.051 2.185 1.369
H107 1.950 1.660 -0.300
H108 2.849 0.660 0.791
H109 1.098 -0.272 -0.706
H110 -0.193 -0.604 -0.013
C41 -2.191 -9.556 6.176
O11 -2.415 -8.193 5.779
C42 -1.995 -7.869 4.468
C43 -2.354 -6.413 3.946
C44 -3.863 -6.045 3.944
N11 -1.972 -6.180 2.598
H111 -2.791 -10.268 5.610
H112 -2.612 -9.604 7.180
H113 -1.245 -10.087 6.075
H114 -0.917 -8.028 4.499
H115 -2.326 -8.682 3.823
H116 -1.849 -5.645 4.532
H117 -4.150 -5.287 3.215
H118 -4.147 -5.858 4.980
H119 -4.427 -6.960 3.764
H120 -2.684 -5.608 2.166
H121 -1.095 -5.685 2.661
C45 7.706 -4.958 10.507
O12 7.355 -5.185 9.120
C46 5.969 -4.804 8.809
C47 5.751 -5.086 7.333
C48 4.394 -4.563 6.888
N12 5.770 -6.570 7.076
H122 8.783 -5.103 10.593
H123 7.222 -5.746 11.084
H124 7.369 -3.983 10.859
H125 5.186 -5.449 9.208
H126 5.653 -3.776 8.988
H127 6.549 -4.586 6.785
H128 4.097 -3.581 7.256
H129 3.649 -5.213 7.345
H130 4.262 -4.529 5.807
H131 4.993 -6.981 7.573
H132 6.477 -6.893 7.721

---

Density functional theory data (the ωB97M-V functional and the def2-TZVPD basis) for a cluster of 3 separate species, CH5O4 in total.

The value obtained for the energy above the lowest of the compared OMol25 structures with the same formula, charge and spin is 34.6 kJ/mol. The HOMO-LUMO gap comes out at 0.3426 hartree. The highest occupied orbital energy is -0.18826 hartree. The multiplicity is 1. The total energy comes out at -342.1415 Eh. The charge is -1.

CARTESIAN COORDINATES (ANGSTROEM)
O1 0.744 -1.923 -0.418
C1 0.595 -1.030 0.451
O2 -0.180 0.007 0.399
H1 1.170 -1.051 1.346
H2 0.223 1.340 1.209
H3 0.728 2.788 0.934
O3 0.476 2.248 1.653
H4 -0.967 -0.098 -1.155
H5 -1.006 0.743 -2.357
O4 -1.505 -0.025 -1.969

---

Density functional theory data (the ωB97M-V functional and the def2-TZVPD basis) for an isolated molecule of C6H10O.

The value obtained for the energy above the lowest of the compared OMol25 structures with the same formula, charge and spin is 133.3 kJ/mol. The HOMO-LUMO gap comes out at 0.4070 hartree. The highest occupied orbital energy is -0.36883 hartree. The multiplicity is 1. The total energy comes out at -309.7916 Eh. The charge is 0. As for the SMILES: C[C@H]1C[C@]2(CO2)C1.

CARTESIAN COORDINATES (ANGSTROEM)
C1 -2.225 -0.241 0.326
C2 -0.959 0.098 -0.446
C3 0.131 -1.010 -0.448
C4 1.117 0.014 0.102
C5 2.520 0.216 -0.240
O1 2.126 -0.272 1.043
C6 0.020 1.056 0.291
H1 -1.961 -0.530 1.355
H2 -2.908 0.613 0.388
H3 -2.765 -1.087 -0.113
H4 -1.197 0.445 -1.458
H5 -0.094 -1.812 0.263
H6 0.384 -1.459 -1.414
H7 3.027 -0.504 -0.881
H8 2.931 1.226 -0.245
H9 0.200 2.038 -0.158
H10 -0.257 1.194 1.341

---

Density functional theory data (the ωB97M-V functional and the def2-TZVPD basis) for a cluster of 2 separate species, C19H42B2N7O7S in total.

The HOMO-LUMO gap comes out at 0.2780 hartree. The highest occupied orbital energy is -0.41017 hartree. The multiplicity is 1. The total energy comes out at -2106.8278 Eh. The charge is +1.

CARTESIAN COORDINATES (ANGSTROEM)
C1 -0.302 -0.773 4.856
C2 -0.062 0.754 5.363
O1 0.075 1.702 4.272
B1 1.395 1.644 3.686
O2 2.392 0.715 4.201
N1 1.664 2.614 2.582
C3 3.112 2.766 2.238
C4 3.613 1.883 1.012
C5 3.650 0.296 1.340
C6 4.013 -0.589 0.035
C7 2.902 -1.748 -0.051
C8 3.365 -3.071 -0.819
C9 2.643 -3.254 -2.228
S1 0.797 -3.118 -2.164
C10 0.141 -3.659 -0.550
N2 0.208 -3.072 0.740
N3 -0.411 -3.724 1.741
C11 -0.982 -4.861 1.059
O3 -0.652 -4.838 -0.289
C12 0.817 2.445 1.419
N4 0.111 1.260 1.004
C13 -1.307 1.190 1.486
C14 -2.214 0.496 0.344
O4 -1.448 -0.261 -0.612
C15 -3.162 1.529 -0.431
N5 -3.907 2.482 0.465
N6 0.745 3.522 0.612
B2 -0.018 3.586 -0.682
N7 -0.777 4.861 -0.938
O5 -0.089 2.559 -1.669
H1 0.479 -1.431 5.352
H2 -0.227 -0.879 3.727
H3 -1.340 -1.134 5.189
H4 -1.039 1.034 5.902
H5 0.751 0.826 6.154
H6 2.127 -0.139 3.779
H7 3.828 2.570 3.110
H8 3.276 3.869 1.949
H9 4.718 2.161 0.843
H10 3.098 2.113 0.015
H11 4.430 0.143 2.170
H12 2.627 -0.068 1.679
H13 3.949 0.091 -0.875
H14 5.081 -1.009 0.075
H15 1.954 -1.271 -0.458
H16 2.672 -2.066 1.030
H17 3.187 -3.974 -0.130
H18 4.486 -3.002 -0.991
H19 3.025 -4.208 -2.743
H20 3.007 -2.396 -2.904
H21 -1.604 -5.587 1.659
H22 0.642 0.395 1.163
H23 -1.650 2.245 1.716
H24 -1.378 0.495 2.397
H25 -2.906 -0.260 0.874
H26 -2.070 -0.711 -1.230
H27 -3.960 0.906 -0.978
H28 -2.613 2.151 -1.215
H29 -3.316 3.323 0.549
H30 -3.964 2.003 1.382
H31 1.253 4.381 0.885
H32 -0.529 5.230 -1.869
H33 -0.529 5.572 -0.224
H34 -0.167 3.020 -2.539
O6 -4.710 0.692 -3.351
C16 -4.165 -0.235 -3.901
O7 -3.145 -0.870 -3.289
C17 -2.557 -2.095 -3.755
C18 -1.481 -1.822 -4.785
C19 -4.542 -0.636 -5.299
H35 -3.321 -2.786 -4.116
H36 -2.105 -2.567 -2.878
H37 -1.887 -1.337 -5.674
H38 -0.997 -2.752 -5.090
H39 -0.723 -1.149 -4.376
H40 -4.002 -0.008 -6.009
H41 -5.615 -0.480 -5.423
H42 -4.358 -1.685 -5.520